Entry from OMol25: a molecular structure, C40H52As2GeN4S4W at a distorted geometry (ωB97M-V/def2-TZVPD).

Geometry as XYZ:
```
104
Properties=species:S:1:pos:R:3:mulliken_charge:R:1
W -0.2773 0.7719 -0.5201 -0.32
C 2.0250 0.0947 2.3747 0.95
C 1.6374 1.5460 2.6380 -1.06
C 0.1668 1.8829 2.6905 -1.71
N -0.7076 1.6529 1.5036 0.75
C -1.9616 2.0802 1.7123 0.74
C -2.3551 2.8476 2.8458 -0.23
C -3.5935 3.1707 3.3503 -0.53
C -4.8762 2.8374 2.9142 -0.93
C -5.1624 2.2350 1.7160 -0.69
C -4.2812 1.8559 0.7006 -0.17
C -2.8935 1.8329 0.6266 -0.45
N -2.2589 1.5650 -0.5517 0.91
C -2.9070 2.2165 -1.7082 -1.31
C -1.9419 3.1360 -2.4553 -1.33
C -0.9162 3.7373 -1.5163 -1.30
N 0.1051 2.7811 -1.0399 0.58
C 1.2573 3.3052 -0.6274 0.97
C 1.4079 4.6972 -0.3768 -0.77
C 2.5178 5.4456 -0.0966 -0.92
C 3.8630 5.0559 -0.0957 -0.62
C 4.3333 3.7839 -0.2725 -0.86
C 3.6258 2.5768 -0.3609 0.40
C 2.2684 2.3036 -0.3877 0.32
N 1.7413 1.0083 -0.3124 1.24
C 2.7968 0.0062 0.0138 -0.77
C 3.2506 0.0215 1.4697 -1.40
H 1.2041 -0.4276 1.8711 -1.38
H 2.1776 -0.4378 3.3140 0.93
H 2.1228 2.2093 1.9247 0.01
H 2.0434 1.8506 3.6063 0.60
H 0.1366 2.9520 2.9115 0.74
H -0.3002 1.3747 3.5417 0.50
H -1.5512 3.2461 3.4417 0.28
H -3.5556 3.7584 4.2608 0.41
H -5.7044 3.1172 3.5507 0.45
H -6.2086 2.0596 1.4948 0.45
H -4.7724 1.4658 -0.1835 0.42
H -3.6976 2.8564 -1.3138 0.93
H -3.4010 1.5140 -2.3805 0.20
H -2.5153 3.9555 -2.8905 0.68
H -1.4391 2.6553 -3.2969 0.25
H -1.4160 4.1973 -0.6537 0.39
H -0.3913 4.5278 -2.0554 1.00
H 0.4852 5.2581 -0.3798 0.49
H 2.3275 6.4938 0.1003 0.44
H 4.5964 5.8377 0.0516 0.40
H 5.4105 3.6718 -0.2886 0.45
H 4.2819 1.7230 -0.3963 0.55
H 3.6176 0.1134 -0.6944 0.40
H 2.4246 -0.9860 -0.1911 -1.23
H 3.9351 0.8455 1.6815 0.39
H 3.8274 -0.8898 1.6374 0.63
S -1.6905 -1.1623 -5.2499 -0.14
As -1.2549 -3.3518 -4.6320 0.41
S -2.4036 -0.4086 -3.5020 0.00
S -0.6406 0.4093 -2.7487 -0.33
S -0.0250 -3.9470 -6.0907 -0.18
C -2.7254 -0.5811 3.5793 -1.17
C -3.0680 -1.0115 2.1611 -0.86
As -1.5722 -1.2853 0.8960 0.19
C -2.3877 -2.5286 -0.3866 0.73
C -3.7634 -3.0865 -0.0448 -1.57
C -0.4628 -2.3832 2.0780 -0.42
C -1.0670 -3.7420 2.4107 -1.65
H -3.6427 -0.5156 4.1652 0.44
H -2.2412 0.3898 3.6345 0.05
H -2.0864 -1.3064 4.0805 0.35
H -3.8189 -0.3759 1.7036 0.39
H -3.4815 -2.0218 2.1920 0.76
H -1.6636 -3.3352 -0.5099 -0.15
H -2.4262 -2.0025 -1.3394 -0.01
H -3.7537 -3.7155 0.8450 0.32
H -4.1074 -3.7080 -0.8720 0.45
H -4.5074 -2.3031 0.1007 0.35
H -0.3180 -1.7876 2.9817 0.75
H 0.5160 -2.5030 1.6250 0.25
H -2.0100 -3.6625 2.9531 0.34
H -0.3784 -4.3013 3.0445 0.47
H -1.2330 -4.3438 1.5166 0.23
Ge 0.7169 -1.6078 -1.4557 3.06
C 2.1291 -1.2662 -2.7895 1.11
C 2.5197 -0.0233 -3.2805 -0.10
C 3.4855 0.0873 -4.2693 -1.22
C 4.0812 -1.0528 -4.7902 -0.72
C 3.7086 -2.2975 -4.3083 -0.89
C 2.7450 -2.4030 -3.3133 -0.39
C 1.3208 -3.2699 -0.5475 0.56
C 2.3500 -3.4350 0.3807 -0.06
C 2.7191 -4.6908 0.8342 -0.74
C 2.0689 -5.8241 0.3651 -0.74
C 1.0523 -5.6895 -0.5633 -0.80
C 0.6834 -4.4260 -1.0091 -0.66
H -0.4144 -2.2267 -2.3353 -1.16
H 2.0755 0.8920 -2.8972 0.04
H 3.7703 1.0645 -4.6378 0.48
H 4.8307 -0.9709 -5.5649 0.42
H 4.1687 -3.1934 -4.7031 0.46
H 2.4896 -3.3924 -2.9518 0.39
H 2.8879 -2.5809 0.7730 0.53
H 3.5225 -4.7896 1.5518 0.47
H 2.3617 -6.8040 0.7160 0.42
H 0.5466 -6.5656 -0.9470 0.46
H -0.1084 -4.3539 -1.7467 0.20
```

Output
- orbital gap (spin up / spin down) (Eh) = 0.191 / 0.200
- largest force on an atom (eV/A) = 1.869
- E_HOMO (spin up / spin down) (eV) = -12.585 / -12.529
- relative energy (zero: lowest compared OMol25 entry of this formula, charge and spin) (kJ/mol) = 336.70
- multiplicity = 1
- net charge = +2

Entry from OMol25: 7 unconnected molecules or ions with the total composition C40H52F5N2O24S at a distorted geometry (ωB97M-V/def2-TZVPD).

Geometry as XYZ:
```
124
Properties=species:S:1:pos:R:3:mulliken_charge:R:1
C -0.1255 -1.6559 2.7504 -1.28
C 0.7894 -1.5056 1.6592 0.21
C 1.7446 -0.1853 1.6040 1.26
C 3.2146 -0.8468 1.9357 -0.59
C 3.5520 -2.1070 1.0061 -0.21
O 3.3336 -3.3733 1.7058 -0.25
C 2.7167 -4.3356 0.8600 0.18
O 1.6020 -4.8101 1.2268 -0.48
O 1.5057 0.6793 2.7029 -0.26
C 0.8076 1.8934 2.5231 0.11
F -0.4480 1.6288 3.2324 -0.39
C 1.5331 2.9288 3.5202 0.56
F 2.4966 2.2211 4.3238 -0.25
F 2.2208 4.0138 2.9839 -0.24
F 0.6216 3.4464 4.5007 -0.23
C 0.4378 2.3761 1.0453 1.07
C 0.0846 3.9166 0.8333 -1.21
C -0.6860 4.7552 1.9211 -0.96
C -2.0206 4.2048 2.5715 0.40
N -3.2103 4.0777 1.6739 -0.57
O -2.2165 3.8981 3.7767 -0.52
C -0.9297 1.5802 0.6536 -1.79
O -1.3217 1.7805 -0.7384 0.02
C -2.5816 1.1800 -1.0200 0.55
C -3.2434 1.5693 -2.3900 -0.50
C -4.5901 0.9806 -2.8859 -0.42
C -5.3679 -0.0601 -1.9992 -0.57
C -4.7124 -0.4349 -0.6480 -0.56
C -3.3436 0.1585 -0.1486 -0.16
N 1.5980 1.9768 0.1323 0.52
F 2.7749 2.4447 0.7228 -0.25
C 1.6462 2.6103 -1.2089 -0.96
O 2.8057 2.1187 -1.9702 -0.37
C 2.6082 2.6543 -3.3243 -0.56
C 1.8412 0.4686 0.1361 -0.25
S 0.9885 -0.4835 -1.2128 0.00
H -0.1740 -0.9326 3.6287 0.17
H -0.8492 -2.5491 2.7851 0.34
H 0.8339 -2.3482 0.8994 0.04
H 3.2167 -1.2068 3.0249 -0.03
H 3.9897 -0.0043 1.7572 0.55
H 2.9084 -2.1584 0.0454 0.20
H 4.6468 -2.0975 0.6644 0.28
H 3.1205 -4.6816 -0.1530 0.35
H 1.1028 4.4636 0.7096 0.42
H -0.4368 4.0887 -0.1868 0.53
H -0.9903 5.7509 1.4034 0.54
H -0.0165 5.1222 2.7913 0.36
H -3.6043 3.1510 1.9358 0.37
H -2.8372 4.0341 0.7072 0.33
H -0.8385 0.4474 0.7888 0.19
H -1.8443 1.9064 1.2452 1.00
H -2.6946 2.3082 -3.0612 0.24
H -4.9605 1.3328 -3.9009 0.35
H -6.3377 -0.4907 -2.4076 0.36
H -5.2429 -1.2128 -0.0056 0.33
H -2.8997 -0.1895 0.8537 0.28
H 1.8478 3.7521 -1.2004 0.53
H 0.7619 2.4511 -1.9010 0.41
H 3.5068 2.4242 -3.9923 0.32
H 1.6799 2.2293 -3.8381 0.28
H 2.5211 3.8099 -3.2831 0.24
H 2.9636 0.3798 -0.1424 0.68
H 0.3173 0.3464 -2.0952 0.18
C -2.0065 -4.2083 -2.6830 0.40
C -0.5301 -4.4475 -2.7508 -0.09
O -0.0487 -3.2823 -3.4105 -0.35
C -0.9654 -2.2985 -3.2039 0.60
O -0.7914 -1.1409 -3.4817 -0.60
O -2.0995 -2.7886 -2.6436 -0.21
H -2.4601 -4.6523 -1.7956 0.39
H -2.5319 -4.5723 -3.5704 -0.45
H -0.0689 -4.5096 -1.7602 0.14
H -0.2789 -5.3466 -3.3153 0.24
C 4.5659 -2.1393 7.0912 -0.41
C 3.9060 -1.2780 6.0573 -0.26
O 4.5733 -1.6488 4.8579 -0.26
C 5.0718 -2.9037 5.0490 0.62
O 5.5453 -3.5796 4.1825 -0.52
O 4.9601 -3.2859 6.3493 -0.31
H 3.8873 -2.4146 7.8997 0.32
H 5.4573 -1.6717 7.5192 0.27
H 2.8388 -1.4952 5.9502 0.21
H 4.0322 -0.2130 6.2591 0.34
C -1.2847 -6.7555 -6.3612 -0.33
C -1.3803 -5.6856 -7.4057 -0.36
O -2.6412 -5.0862 -7.1354 -0.38
C -2.9318 -5.3335 -5.8317 0.79
O -3.8430 -4.8286 -5.2327 -0.56
O -2.0583 -6.2262 -5.2906 -0.30
H -0.2570 -6.9394 -6.0447 0.29
H -1.7305 -7.6998 -6.6861 0.28
H -0.5988 -4.9272 -7.3017 0.27
H -1.3504 -6.0883 -8.4189 0.32
C 4.2511 5.8720 -2.2081 0.14
C 5.2728 6.6337 -1.4183 -0.41
O 5.0754 7.9729 -1.8470 -0.30
C 3.7985 8.0621 -2.3119 0.62
O 3.2523 9.0864 -2.5944 -0.51
O 3.2231 6.8289 -2.4129 -0.31
H 3.8695 5.0024 -1.6685 -0.02
H 4.6314 5.5478 -3.1815 0.23
H 5.0957 6.5775 -0.3400 0.28
H 6.2917 6.3046 -1.6274 0.32
C -0.3803 5.0541 7.7066 -0.30
C -0.5696 5.4548 6.2753 0.40
O -1.1231 6.7589 6.3770 -0.35
C -0.7501 7.2589 7.5881 0.54
O -0.9061 8.3961 7.9263 -0.53
O -0.1756 6.2972 8.3632 -0.32
H 0.4786 4.3953 7.8455 0.29
H -1.2682 4.5737 8.1280 0.28
H 0.3762 5.5137 5.7288 0.00
H -1.2463 4.7866 5.7412 0.04
C -5.4415 -7.2541 -4.3527 0.23
C -6.6134 -7.2612 -5.2858 -0.35
O -6.5902 -8.5781 -5.8185 -0.33
C -5.9324 -9.3629 -4.9200 0.61
O -5.8787 -10.5572 -4.9781 -0.52
O -5.3440 -8.6127 -3.9474 -0.36
H -5.5981 -6.6028 -3.4915 0.33
H -4.5140 -6.9675 -4.8494 -0.21
H -7.5636 -7.1062 -4.7663 0.27
H -6.5187 -6.5186 -6.0796 0.29
```

Output
- orbital gap (Eh) = 0.286
- largest force on an atom (eV/A) = 5.222
- E_HOMO (eV) = -11.199
- multiplicity = 1
- net charge = +1